Entry 1:
9
Properties=species:S:1:pos:R:3:forces:R:3:nbo_charge:R:1 method="wB97M-V/def2-TZVPD" homo_energy_ha="-0.3269 / -0.3268" de_lowest_kj_mol=379.6 e_lumo_ev="-1.089 / -1.090" homo_lumo_gap_ha="0.287 / 0.287" multiplicity=1 total_energy_ev=-20677.030
O -0.49888 -1.48923 1.12794 0.113 0.771 -0.012 -0.245
N -0.04068 -0.57971 0.47750 -0.447 -3.805 -1.768 0.131
C -0.11544 0.65465 1.04959 -0.631 4.436 1.408 -0.310
Cl 1.38264 1.57061 0.64048 -0.501 -0.355 0.307 -0.020
H -0.97529 1.35134 0.77320 0.902 -1.435 -0.391 0.269
H -0.24009 0.51317 2.09962 0.347 0.233 1.071 0.223
N 0.51305 -0.59563 -1.86192 0.585 -0.370 -0.808 0.005
O -0.19192 0.25578 -2.33473 0.012 -1.605 0.242 -0.289
H 0.16661 -1.68097 -1.97167 -0.381 2.130 -0.050 0.235

Entry 2:
9
Properties=species:S:1:pos:R:3:forces:R:3:nbo_charge:R:1 method="wB97M-V/def2-TZVPD" homo_energy_ha="-0.3000 / -0.3349" de_lowest_kj_mol=284.4 e_lumo_ev="-0.180 / -0.175" homo_lumo_gap_ha="0.293 / 0.328" multiplicity=1 total_energy_ev=-20678.018
C 1.82790 -0.10165 0.40340 -2.655 -0.379 0.137 0.449
N -1.67676 0.07856 0.31440 -0.804 2.999 2.442 -0.662
N -1.09270 -0.00687 -0.90829 2.288 -2.487 -1.778 -0.026
O 1.70209 -0.96673 1.17507 0.686 -0.252 0.204 -0.491
O 0.04140 0.61532 -1.13607 -1.284 -0.764 0.488 -0.388
Cl 3.04296 0.72741 -0.33699 1.839 0.696 -0.547 0.072
H -1.16411 -0.38385 1.06068 0.439 -0.641 -0.292 0.352
H -1.57650 1.09685 0.63856 -0.542 -1.675 -0.972 0.360
H -1.10427 -1.05904 -1.21078 0.035 2.504 0.318 0.334

Entry 3:
7
Properties=species:S:1:pos:R:3:forces:R:3:nbo_charge:R:1 method="wB97M-V/def2-TZVPD" charge=-1 homo_energy_ha=-0.1578 de_lowest_kj_mol=0.0 e_lumo_ev=4.138 homo_lumo_gap_ha=0.310 multiplicity=1 total_energy_ev=-17148.656
O 3.89338 -4.35542 -1.82542 0.175 -0.254 -0.172 -0.671
C 3.06668 -3.46358 -1.89129 -0.490 0.793 0.713 0.522
N 2.68909 -2.67860 -0.84843 0.434 -0.572 -0.260 -0.837
H 2.53090 -3.20311 -2.83616 0.213 -0.088 0.420 0.110
H 3.11668 -2.82910 0.06865 -0.293 0.061 -0.746 0.379
H 1.98702 -1.94475 -0.97124 -0.194 0.221 0.018 0.454
Cl 0.41311 -0.31311 -1.28501 0.155 -0.162 0.027 -0.957

Entry 4:
8
Properties=species:S:1:pos:R:3:forces:R:3:nbo_charge:R:1 method="wB97M-V/def2-TZVPD" charge=-1 homo_energy_ha=-0.1311 de_lowest_kj_mol=48.0 e_lumo_ev=2.252 homo_lumo_gap_ha=0.214 multiplicity=1 total_energy_ev=-19192.195
Cl 3.41492 -25.44857 -15.87286 0.036 0.002 0.073 -1.000
C 6.72010 -25.25864 -10.94477 0.804 0.951 -0.617 -0.492
N 8.20015 -25.19069 -10.52795 -1.623 -1.387 1.663 0.533
O 9.04719 -24.95468 -11.35218 -0.122 0.120 0.520 -0.349
O 8.36305 -25.47820 -9.31982 0.538 0.787 -2.027 -0.416
H 6.42644 -24.23094 -11.15850 -0.023 0.125 0.435 0.235
H 6.14533 -25.69521 -10.12798 0.267 -0.023 -0.392 0.235
H 6.64522 -25.70299 -11.93726 0.123 -0.575 0.346 0.254